Entry from OMol25: a gas-phase ion, C6H12O (charge +1) (wB97M-V/def2-TZVPD).

Geometry (Å):
O1 -1.6592 -1.3504 -0.2164
C1 -2.0891 -0.3630 0.2951
C2 -1.1702 0.8518 0.7122
C3 0.2641 0.4321 0.9653
C4 0.9014 -0.2326 -0.2470
C5 2.4220 -0.3427 0.0117
C6 0.7850 0.7877 -1.4303
H1 -3.1680 -0.1251 0.5527
H2 -1.4317 1.5099 1.5971
H3 -1.3542 1.6089 -0.0998
H4 1.0676 1.2306 1.2821
H5 0.2354 -0.2695 1.9058
H6 0.7749 -1.3302 -0.4419
H7 2.8555 0.4283 0.5755
H8 3.0325 -0.6727 -0.7691
H9 2.5391 -1.2523 0.6380
H10 -0.2239 0.5508 -1.8818
H11 0.8333 1.8639 -1.1931
H12 1.4337 0.4613 -2.2763

## Properties
<S²>   0.76
2S+1   2
Net charge   +1



Entry from OMol25: 2 unconnected molecules or ions with the total composition C6H12O (wB97M-V/def2-TZVPD).

Geometry (Å):
C1 0.9239 0.9860 -1.5334
C2 0.7513 2.0367 -0.6629
C3 -0.1117 -0.8032 -0.2178
C4 0.2901 -0.2865 -1.4487
C5 0.3996 -1.1779 -2.6464
C6 -0.9367 -1.9951 0.0210
H1 1.3954 1.1876 -2.4885
H2 0.7197 1.8010 0.3992
H3 0.8010 3.0813 -0.9304
H4 -0.0123 -0.1137 0.6084
H5 -0.5865 -1.1798 -3.1030
H6 0.6892 -2.1847 -2.3670
H7 1.0543 -0.8443 -3.4475
H8 -0.7364 -2.8428 -0.6401
H9 -1.9919 -1.7150 -0.0458
H10 -0.7172 -2.3781 1.0227
H11 -1.4870 0.8107 4.6203
H12 -0.3636 1.7547 4.3421
O1 -0.7928 1.2982 5.0779

## Properties
<S²>   0.79
2S+1   2
Net charge   +1



Entry from OMol25: a gas-phase ion, C6H12O (charge +1) (wB97M-V/def2-TZVPD).

Geometry (Å):
C1 -2.0179 0.8298 -2.7613
C2 -1.1751 1.1445 -1.5206
C3 0.1771 0.3281 -1.5004
C4 0.5613 -0.5200 2.2245
O1 1.3521 -1.4628 2.9084
C5 0.7578 -0.6905 0.7820
C6 0.6805 0.3542 -0.1358
H1 -1.7372 1.3936 -3.6410
H2 -2.0588 -0.2420 -2.9151
H3 -3.0410 1.1090 -2.5147
H4 -1.7630 0.8397 -0.6556
H5 -0.9230 2.1949 -1.4609
H6 -0.0118 -0.6636 -1.8952
H7 0.8816 0.8762 -2.1392
H8 0.8008 0.4954 2.5485
H9 -0.5119 -0.7228 2.4114
H10 1.0761 -1.4484 3.8326
H11 1.1826 -1.6115 0.3873
H12 0.7973 1.3657 0.2389

## Properties
<S²>   0.75
2S+1   2
Net charge   +1



Entry from OMol25: 3 unconnected molecules or ions with the total composition C6H12O12S3 (wB97M-V/def2-TZVPD).

Geometry (Å):
O1 -0.7948 -0.8665 1.5099
S1 0.4096 -0.9477 2.3414
O2 0.5765 0.0414 3.3632
O3 0.6386 -2.4547 2.9409
C1 1.3798 -3.2013 2.0107
C2 1.8324 -2.2702 0.8086
O4 1.7367 -1.0400 1.3845
H1 2.3058 -3.5038 2.4997
H2 0.8169 -4.0596 1.6437
H3 1.3003 -2.3948 -0.1344
H4 2.8361 -2.5361 0.4768
O5 3.5018 7.1308 3.8227
S2 2.4067 6.1278 3.5715
O6 1.5071 5.6775 4.6176
O7 1.6398 6.1933 2.0632
C3 1.9747 5.1790 1.1021
C4 3.4282 4.8027 1.5342
O8 3.2580 4.7725 2.9633
H5 1.3709 4.2742 1.1726
H6 1.8977 5.4247 0.0430
H7 4.2602 5.4606 1.2834
H8 3.7623 3.8091 1.2355
O9 -1.7477 -4.4399 -4.6325
S3 -3.0536 -3.9359 -5.0405
O10 -3.5187 -4.2071 -6.4446
O11 -4.2394 -4.3786 -3.9260
C5 -4.1914 -3.4837 -2.8220
C6 -4.2519 -2.1768 -3.5536
O12 -3.2985 -2.3565 -4.5837
H9 -5.1408 -3.6289 -2.3065
H10 -3.4235 -3.6085 -2.0585
H11 -3.9409 -1.3678 -2.8926
H12 -5.2390 -2.0351 -3.9936

## Properties
SMILES string   O=S1(=O)OCCO1.O=S1(=O)OCCO1.O=S1(=O)OCCO1



Entry from OMol25: a molecular structure, C6H12O12S3 (wB97M-V/def2-TZVPD).

Geometry (Å):
C1 11.7118 -20.3243 -0.3006
C2 12.7048 -19.3502 -0.9520
O1 12.7211 -18.2477 -0.0244
S1 11.2090 -17.9619 0.3238
O2 10.5296 -17.4195 -0.7951
O3 11.1289 -17.3338 1.5859
O4 10.7940 -19.4961 0.4586
H1 12.2066 -21.0077 0.3860
H2 11.1049 -20.8705 -1.0171
H3 12.3659 -19.0260 -1.9361
H4 13.7162 -19.7336 -1.0249
C3 8.3981 -15.2765 2.2057
C4 8.5892 -13.7646 2.0267
O5 7.8552 -13.4332 0.8233
S2 7.3468 -14.7284 0.0633
O6 7.7775 -14.7122 -1.2834
O7 5.9892 -14.9317 0.3683
O8 8.2687 -15.7504 0.8573
H5 7.4843 -15.4851 2.7606
H6 9.2789 -15.7581 2.6146
H7 9.6335 -13.5238 1.8432
H8 8.1596 -13.1850 2.8368
C5 10.1807 -15.4864 -3.3970
C6 11.4370 -14.7744 -2.8630
O9 12.5443 -15.2813 -3.5982
S3 12.0529 -16.3930 -4.6335
O10 12.0452 -17.6499 -3.9713
O11 12.7396 -16.2369 -5.8493
O12 10.5785 -15.8437 -4.7527
H9 9.3224 -14.8308 -3.4701
H10 9.9537 -16.4068 -2.8671
H11 11.5672 -14.9485 -1.7954
H12 11.3127 -13.6983 -2.9896



Entry from OMol25: 2 unconnected molecules or ions with the total composition C6H12O2 (wB97M-V/def2-TZVPD).

Geometry (Å):
C1 1.7662 -0.4771 -3.3985
C2 2.1878 0.0240 -1.9780
C3 1.2003 0.8704 -1.1530
O1 3.2815 -0.2629 -1.5228
H1 2.6847 -0.6196 -3.9923
H2 1.1098 0.2320 -3.9305
H3 1.2454 -1.4460 -3.3180
H4 1.8413 1.5505 -0.5670
H5 0.5880 0.2754 -0.4548
H6 0.5273 1.4766 -1.7825
C4 -0.4050 0.1067 2.6175
C5 -1.9581 0.2198 2.6641
C6 -2.6983 -0.6380 1.6180
O2 -2.5460 0.9826 3.4645
H7 0.1467 0.9777 3.0094
H8 -0.2370 0.0444 1.5292
H9 -0.0021 -0.8058 3.0885
H10 -3.0737 -1.5630 2.0871
H11 -2.0974 -0.9106 0.7342
H12 -3.5613 -0.0372 1.2850

## Properties
SMILES string   CC(C)=O.CC(C)=O



Entry from OMol25: 2 unconnected molecules or ions with the total composition C6H12O2 (wB97M-V/def2-TZVPD).

Geometry (Å):
C1 0.9870 -1.4162 -0.2678
C2 0.2589 -0.2981 1.9982
C3 -0.5350 2.0515 -0.9741
C4 -1.4827 -0.7614 -0.6808
C5 0.4294 0.9434 -0.6140
C6 -0.0716 -0.3712 -0.3483
O1 1.8810 -1.0257 0.8035
O2 1.6441 1.2254 -0.4393
H1 2.1574 -0.1149 0.4852
H2 0.5906 -2.4013 -0.0223
H3 1.5957 -1.4867 -1.1783
H4 0.1328 0.7742 1.9685
H5 -0.6290 -0.9135 1.9868
H6 0.9797 -0.5923 2.7463
H7 -1.1248 1.7966 -1.8581
H8 -1.2411 2.2255 -0.1560
H9 0.0240 2.9673 -1.1575
H10 -1.6967 -0.7452 -1.7558
H11 -2.2022 -0.0848 -0.2085
H12 -1.6975 -1.7725 -0.3278



Entry from OMol25: 3 unconnected molecules or ions with the total composition C6H12O2 (wB97M-V/def2-TZVPD).

Geometry (Å):
C1 1.3925 2.4369 -2.7891
C2 0.4130 1.6594 -2.3349
C3 -0.0767 1.6194 -0.9322
C4 -0.4024 0.4170 -0.4595
C5 0.0034 2.8729 -0.1474
C6 -0.2294 2.9291 1.1528
H1 1.8842 2.1865 -3.7235
H2 1.7382 3.3356 -2.2959
H3 -0.0687 0.9586 -2.9998
H4 -0.4940 0.2230 0.6019
H5 -0.4298 -0.4595 -1.0954
H6 0.3132 3.7442 -0.6957
H7 -0.1221 3.8163 1.7701
H8 -0.5778 2.0868 1.7445
O1 -0.4349 -2.7131 3.6638
H9 -0.9851 -1.9159 3.5898
H10 0.3362 -2.3009 3.2376
O2 -0.4835 -6.2816 0.3222
H11 -1.0433 -5.5699 0.0089
H12 0.3508 -5.9609 0.6780

## Properties
SMILES string   C=CC(=C)C=C.O.O



In order of appearance, maximum force = 3.75; 2.63; 1.31; 4.97; 1.34; 3.69; 1.01; 1.57 eV/Å.
In order of appearance, relative energy (zero: lowest compared OMol25 entry of this formula, charge and spin) = 2.399; 0.905; 0.922; 3.148; 0.030; 1.385; 4.491; 3.212 eV.